This record from the Open Molecules 2025 dataset describes a 3-piece molecular cluster, C33H27F33N3O6 overall in a non-equilibrium geometry. The level of theory is ωB97M-V/def2-TZVPD.

```
102
Properties=species:S:1:pos:R:3:forces:R:3
C 4.3601 -0.0349 4.6352 0.01 0.24 -0.21
C 4.0537 1.0703 3.5229 -0.77 -0.08 0.83
C 3.4212 0.4577 2.2169 1.69 -0.87 1.18
O 1.9880 0.7464 2.2261 -0.28 -0.35 -0.52
N 1.6393 1.6771 1.3295 -0.44 0.07 -0.87
N 2.3716 2.8311 1.2635 -2.48 0.35 -2.17
C 1.7378 3.5146 0.3135 0.84 1.07 0.52
C 2.2674 4.9423 -0.0357 -0.18 0.80 0.15
O 3.2452 4.9600 -1.0553 -0.22 0.08 1.23
C 4.5672 4.6357 -0.5767 0.91 -1.19 -0.30
C 4.9321 3.1826 -1.1140 -0.34 0.92 -0.29
N 0.6144 2.8259 -0.2221 1.07 -0.95 1.74
C -0.2937 3.3063 -1.2779 2.02 -0.01 -1.87
F 0.5678 3.7573 -2.2596 -1.02 -0.36 1.24
F -0.9739 2.2804 -1.8586 0.23 1.09 1.40
C -1.1998 4.5269 -0.8478 -0.21 1.79 -0.69
F -0.8173 5.1036 0.3410 -0.53 -1.51 -1.02
F -0.9834 5.5218 -1.7805 -0.33 -1.32 0.92
C -2.7741 4.2680 -0.9186 -0.13 2.79 -0.27
F -3.2979 5.4667 -0.4500 0.63 -1.55 -0.24
F -3.1177 4.2484 -2.2343 0.23 -1.01 1.26
C -3.3295 3.1337 0.0047 -0.18 0.38 2.02
F -2.3133 2.8137 0.9120 -0.60 0.36 -1.42
F -4.3053 3.6845 0.8091 0.78 -0.90 -1.37
C -3.8644 1.7901 -0.5969 -0.20 -2.44 -0.21
F -3.7299 1.6076 -1.9469 0.14 1.18 1.17
F -3.1279 0.7448 -0.0401 -0.77 1.29 -0.46
C -5.3810 1.4241 -0.2663 -0.55 -0.39 -1.83
F -6.2500 2.4002 -0.6794 1.40 -0.75 1.05
F -5.6602 0.3593 -1.1238 0.45 0.86 1.12
C -5.6585 0.8861 1.1838 -1.79 0.35 1.31
F -6.8779 1.4196 1.5699 1.37 -0.59 -0.57
F -4.7667 1.2549 2.1471 -0.25 -0.12 -1.44
C -5.8499 -0.6877 1.3024 -0.56 -0.93 1.91
F -4.7979 -1.4065 0.8508 -1.22 0.82 -0.15
F -7.0416 -1.1078 0.8078 1.83 0.57 -0.15
F -5.9244 -0.9384 2.6555 0.20 0.41 -1.46
C 0.6101 1.6126 0.4562 -0.13 0.05 -0.10
O -0.2870 0.6411 0.2440 1.55 1.50 -0.27
C 0.2691 -0.6896 0.3291 0.98 -2.87 0.50
O 0.2177 -1.2204 1.3839 -0.36 0.49 0.01
C 0.8552 -1.4634 -0.8563 0.36 -0.65 -3.17
C 2.2864 -1.6037 -1.1125 -0.62 -0.30 -0.45
C 2.8176 -2.3764 -2.2150 -1.73 -0.73 -0.55
C 1.9333 -3.0872 -3.1416 -1.34 1.89 2.41
C 0.4970 -2.9261 -2.9061 1.67 0.12 0.63
C -0.0331 -2.1486 -1.7960 1.34 -0.18 -0.52
H 4.2762 -1.0764 4.2295 0.29 0.89 0.28
H 3.6241 0.0170 5.4813 0.73 0.08 -0.80
H 5.3868 0.1311 5.0411 -0.87 -0.33 -0.24
H 4.9288 1.7406 3.3429 -0.63 -0.77 -0.12
H 3.2626 1.7247 3.9877 0.78 -0.42 -0.72
H 3.9446 0.7270 1.2694 -0.81 0.21 0.62
H 3.5072 -0.6605 2.3165 -0.48 1.05 -0.27
H 1.4569 5.6627 -0.3264 0.55 -1.03 0.11
H 2.7028 5.3642 0.9151 -0.52 -0.67 -0.72
H 5.2902 5.4134 -0.9456 -0.88 -0.76 0.13
H 4.6631 4.6173 0.5378 -0.50 0.28 -0.78
H 4.0901 2.8514 -1.7841 0.87 0.30 0.58
H 5.8503 3.2819 -1.7397 -0.61 -0.58 0.65
H 5.0238 2.4479 -0.2800 0.24 0.55 -0.70
H 3.0175 -1.1159 -0.4342 -0.62 -0.35 -0.50
H 3.9095 -2.5080 -2.4006 -1.00 0.44 0.57
H 2.3071 -3.7155 -3.9802 -0.28 0.69 0.85
H -0.1657 -3.4754 -3.6158 0.31 0.75 0.91
H -1.1420 -2.1203 -1.7195 1.04 0.17 0.20
C -4.1422 -1.0828 -5.0163 -0.64 -0.45 0.33
C -2.6047 -1.0148 -4.9324 -0.42 -0.49 -0.79
C -2.0029 0.3835 -4.7965 0.58 0.45 0.15
F -2.2826 1.1677 -5.8521 0.01 -0.15 0.12
F -0.6478 0.3022 -4.7251 -0.04 -0.26 0.16
F -2.0751 -1.6716 -5.9863 0.12 0.24 0.10
F -2.2366 -1.7254 -3.8216 -0.09 0.36 0.22
O -4.7119 -1.2048 -6.3151 0.74 0.85 -0.29
C -4.9301 -0.0315 -7.0456 -0.66 -0.51 1.17
C -4.1015 0.0144 -8.3314 0.32 -0.01 -0.70
F -2.7788 -0.0519 -8.0669 -0.17 -0.08 0.15
F -4.3180 1.1754 -8.9905 -0.23 -0.03 0.26
F -4.7327 1.0449 -6.2595 -0.01 0.17 -0.39
F -6.2406 -0.0276 -7.3657 0.23 0.01 -0.36
H -4.4273 -2.0105 -4.5167 0.18 -0.05 -0.14
H -4.6242 -0.2948 -4.4337 0.24 0.15 -0.14
H -2.3570 0.8777 -3.8870 -0.11 -0.13 0.00
H -4.3617 -0.8169 -8.9900 -0.15 -0.04 0.13
C 1.4440 -5.8005 5.1594 -0.33 -0.67 -0.36
C 1.0595 -4.9198 6.3642 0.49 -0.75 0.27
C 1.1073 -3.4106 6.1341 -0.34 0.71 0.29
F 2.3485 -2.9798 5.8250 -0.06 -0.04 0.00
F 0.7434 -2.7527 7.2626 -0.09 -0.26 0.00
F 1.8157 -5.2703 7.4278 0.03 0.27 -0.09
F -0.2245 -5.2416 6.6923 -0.07 0.34 -0.32
O 2.7785 -6.3036 5.1264 0.42 1.14 0.20
C 3.7705 -5.4857 4.5819 -1.23 -0.81 -0.48
C 4.8364 -5.1013 5.6104 0.52 0.07 0.53
F 4.2985 -4.4341 6.6515 -0.08 -0.14 -0.17
F 5.7611 -4.2841 5.0487 -0.17 -0.09 -0.28
F 3.2109 -4.4122 3.9859 0.47 0.15 -0.04
F 4.3496 -6.2038 3.5949 0.33 0.14 0.24
H 0.8272 -6.6973 5.2372 0.10 0.05 0.22
H 1.1574 -5.3488 4.2077 0.13 0.23 0.16
H 0.4210 -3.1097 5.3378 -0.01 -0.15 -0.06
H 5.3409 -5.9894 5.9963 -0.09 -0.10 -0.15
```
Forces are in eV/Å.

Net charge: +1
HOMO level, eV: -12.23
Frontier orbital gap, hartree: 0.3268
LUMO, eV: -3.34



This record from the Open Molecules 2025 dataset describes C33H27F3LuO3SSi as an isolated structure in a non-equilibrium geometry. The level of theory is ωB97M-V/def2-TZVPD.

```
69
Properties=species:S:1:pos:R:3:forces:R:3
Lu 14.0952 9.7026 8.5143 -0.39 2.03 -1.57
F 15.0379 8.3012 10.0001 1.09 0.84 1.45
C 15.5580 9.4103 10.8518 0.06 -1.96 0.10
F 14.4276 10.1328 10.9909 0.22 -0.22 0.90
F 15.9530 8.8222 11.9808 -0.72 0.99 -1.21
C 16.5852 10.2264 10.0352 1.17 2.99 -1.60
O 17.7010 10.4663 10.4628 -0.88 -1.16 0.41
O 16.0343 10.7917 8.9838 0.69 -2.84 2.19
C 17.9009 14.2229 5.3003 -0.31 -0.93 -0.20
C 16.9101 15.0819 5.7674 0.76 0.75 -0.10
C 15.8604 14.5527 6.4688 -0.04 -1.72 0.61
C 15.8038 13.1610 6.8171 -0.15 0.44 0.04
C 16.8249 12.3011 6.3649 -0.32 0.15 -0.54
C 17.7713 12.8354 5.4775 0.90 0.51 0.98
Si 14.3587 12.5786 7.9641 -0.24 -0.59 -0.11
C 12.7808 13.3079 7.1805 -0.24 1.74 -0.07
C 12.2925 14.6124 7.4958 0.86 -0.71 0.91
C 11.3390 15.2200 6.7145 -0.13 0.30 -0.54
C 10.7944 14.4995 5.6196 0.35 1.29 1.18
C 11.1697 13.2172 5.3392 -0.83 -0.28 -0.56
C 12.1648 12.6684 6.1108 1.12 -1.51 0.39
C 14.6590 13.7002 9.5009 0.18 0.37 0.59
C 15.8559 14.4264 9.7438 -0.51 0.21 -0.03
C 15.9906 15.3762 10.7692 -1.08 -0.39 0.56
C 14.9256 15.5195 11.6754 0.06 -0.09 0.08
C 13.8219 14.6927 11.5523 0.39 0.24 -1.03
C 13.6439 13.8469 10.4656 1.08 -0.27 0.20
H 18.8193 14.5641 4.8483 -0.09 0.31 -0.33
H 16.9963 16.1827 5.6810 0.02 -0.77 -0.13
H 15.1399 15.2230 6.8984 -0.47 0.12 0.01
H 16.9300 11.2294 6.6886 -0.47 1.25 -0.41
H 18.5983 12.2228 5.1180 -0.25 -0.06 0.01
H 12.6981 15.1079 8.4161 -0.36 -0.24 -1.12
H 11.1121 16.2872 6.9277 -0.27 -0.93 -0.33
H 10.0754 14.9725 5.0139 -0.90 0.57 -0.66
H 10.6118 12.6628 4.5485 0.81 0.35 0.64
H 12.5034 11.6442 5.9129 -0.11 0.28 -0.13
H 16.6754 14.2540 9.0672 0.24 0.13 -0.15
H 16.8630 15.9927 10.9332 0.27 -0.16 -0.35
H 14.8627 16.2185 12.5271 0.67 -0.21 -0.62
H 13.0675 14.8087 12.2702 -1.13 -0.07 0.93
H 12.7796 13.2043 10.4452 -0.42 0.02 -0.26
O 12.1439 9.9183 8.1894 -2.26 -0.07 -0.36
S 10.6239 10.2524 7.6033 1.89 -0.45 -0.29
C 9.7387 10.6945 9.0103 0.47 -0.76 -0.51
C 8.5845 11.4025 8.8021 -1.11 0.33 0.80
C 7.6567 11.5366 9.8488 0.92 0.30 -1.63
C 8.0428 11.1445 11.0906 -0.89 0.33 2.08
C 9.2297 10.4630 11.2819 0.51 -0.58 0.81
C 10.0648 10.1391 10.2312 -0.13 0.20 0.46
C 14.1055 7.0475 7.0203 0.22 -0.35 0.63
C 12.8556 6.8465 6.3838 -1.38 -0.29 0.18
C 11.9735 5.8575 6.8490 0.63 -0.19 -0.38
C 12.3771 4.9215 7.7968 0.09 -0.17 0.58
C 13.6465 5.0009 8.3768 1.54 1.58 -0.92
C 14.5288 6.0542 7.9799 -0.56 -0.42 -0.57
H 8.4159 11.8720 7.8554 -0.22 0.01 -0.53
H 6.7052 11.9665 9.6269 -0.44 0.48 0.16
H 7.4422 11.4231 11.9961 0.42 -0.53 -1.02
H 9.4390 10.1397 12.2970 0.22 -0.06 -0.10
H 10.9404 9.4905 10.2683 -0.26 0.26 0.38
H 12.4262 7.4559 5.5545 0.91 0.01 0.86
H 10.9561 5.7408 6.4461 0.61 0.26 -0.04
H 11.6852 4.1243 8.0411 0.08 0.00 0.25
H 14.1020 4.3240 9.0959 -0.66 -0.32 -0.12
H 15.6159 6.0572 8.2958 -1.53 0.14 -0.06
C 14.8720 8.2853 6.8655 0.36 -1.19 1.28
H 14.7139 8.7820 5.9579 0.14 0.76 -1.53
H 15.9163 8.2041 7.2218 -0.20 0.00 -0.58
```
Forces are in eV/Å.

Net charge: -1
Energy above the lowest of the compared OMol25 structures with the same formula, charge and spin, kJ/mol: 0.0
HOMO level, eV: -3.93
Frontier orbital gap, hartree: 0.2372
LUMO, eV: 2.53



This record from the Open Molecules 2025 dataset describes C33H27N6O3STl as an isolated structure in a non-equilibrium geometry. The level of theory is ωB97M-V/def2-TZVPD.

```
71
Properties=species:S:1:pos:R:3:forces:R:3
Tl -14.8590 -6.1063 3.8088 0.03 -0.33 0.09
C -13.7299 -10.9521 3.5193 -0.53 0.21 0.15
C -14.6288 -11.5334 2.6523 -0.04 -1.42 -0.30
C -15.8153 -10.9086 2.2954 0.18 -0.01 -0.18
C -16.0963 -9.6944 2.8916 0.10 0.66 0.27
N -15.2252 -9.1210 3.7316 -0.61 0.34 -0.15
C -14.0839 -9.7188 4.0391 -0.54 0.01 0.39
C -17.4096 -8.9937 2.6806 -1.25 -0.61 -0.74
C -18.4853 -9.6775 2.0466 0.35 0.63 -0.18
C -19.6256 -8.9570 1.7188 0.62 -0.22 0.08
C -19.7417 -7.6209 2.0563 -0.30 0.11 0.24
C -18.7398 -7.0780 2.8434 0.93 -0.40 0.25
N -17.5871 -7.7518 3.0922 -0.17 0.52 0.08
C -18.8559 -5.7405 3.5021 -0.05 0.19 -0.42
C -20.0534 -5.0128 3.4992 0.01 -0.02 0.25
C -20.0678 -3.8074 4.2017 -0.47 0.40 0.03
C -18.9239 -3.3375 4.8277 0.61 -0.97 -0.50
C -17.7683 -4.1080 4.7070 0.35 -0.52 0.82
N -17.7455 -5.2911 4.0865 -0.02 0.57 0.11
H -12.8662 -11.4760 3.8743 0.37 -0.13 0.01
H -14.4702 -12.5820 2.3480 0.08 0.72 -0.19
H -16.4729 -11.3401 1.5485 0.07 -0.10 0.27
H -13.5763 -9.2315 4.8538 0.63 0.17 -0.05
H -18.4004 -10.7007 1.7066 -0.01 -0.01 0.25
H -20.4292 -9.4245 1.1905 -0.29 -0.32 -0.29
H -20.6273 -7.0591 1.7458 0.39 -0.17 0.24
H -20.9612 -5.4022 3.0114 0.58 0.31 0.38
H -20.9740 -3.2017 4.2999 0.16 -0.39 -0.22
H -18.8778 -2.4468 5.4130 -0.23 0.50 0.17
H -16.8330 -3.8633 5.2586 -0.68 0.04 -0.58
C -16.4590 -9.0285 -1.3421 1.75 -0.92 -0.12
C -16.6293 -7.9013 -0.5763 -0.26 0.66 0.19
C -15.6048 -7.5234 0.3026 -0.08 0.15 -0.05
C -14.4446 -8.2790 0.3797 0.29 0.49 0.31
C -14.2349 -9.3936 -0.4314 0.34 -0.28 0.74
C -15.2363 -9.7827 -1.2746 -1.26 0.17 -0.85
N -13.5221 -7.8345 1.3838 1.25 -0.39 -0.37
N -12.3357 -8.2267 1.2371 -1.69 0.27 -0.35
C -11.4624 -7.8539 2.2916 0.41 -0.66 0.23
C -10.1226 -8.2221 2.1164 -0.36 0.23 -0.04
C -9.2482 -8.0089 3.1619 0.07 0.50 0.21
C -9.7296 -7.4484 4.3265 -1.17 0.65 -0.46
C -11.0842 -7.0657 4.3807 0.48 -0.69 0.07
N -11.9516 -7.3199 3.4069 0.39 0.35 -0.14
H -17.1945 -9.3296 -2.0544 -0.49 -0.16 -0.26
H -17.5548 -7.3015 -0.6885 0.74 -0.41 0.25
H -15.6465 -6.6254 0.9253 -0.25 -0.35 -0.19
H -13.3302 -9.9861 -0.2836 -0.20 0.27 -0.24
H -15.0757 -10.6523 -1.9350 -0.30 0.50 0.44
H -9.7567 -8.6293 1.1860 -0.28 -0.06 -0.13
H -8.1881 -8.1617 3.0520 0.16 -0.37 -0.05
H -9.0936 -7.1907 5.1383 0.43 0.00 0.55
H -11.4905 -6.6044 5.2663 -0.11 0.08 0.20
C -20.4395 -8.0052 7.5530 0.94 -0.18 -1.38
C -18.9914 -7.5442 7.4222 0.20 0.29 0.64
C -18.1271 -8.1772 6.5391 0.54 0.87 0.64
C -16.7570 -7.8286 6.4801 -1.18 -0.65 -0.59
C -16.2859 -6.8189 7.2794 0.36 0.31 0.13
C -17.1210 -6.1718 8.1800 -0.56 0.23 0.30
C -18.4508 -6.5503 8.2720 0.23 -0.55 -0.60
S -14.6366 -6.2156 7.0213 1.40 -2.16 -0.22
O -13.9560 -6.0453 8.2768 -0.35 0.07 0.23
O -13.9943 -7.2526 6.1460 -0.59 0.77 0.35
O -14.8269 -5.0031 6.2568 -0.39 1.47 -0.72
H -20.5770 -8.8334 6.8363 -0.16 0.32 0.24
H -21.1668 -7.2277 7.3105 0.07 -0.01 0.26
H -20.5843 -8.4203 8.5250 -0.40 -0.07 0.81
H -18.5604 -8.9325 5.9228 0.11 -0.54 -0.55
H -16.1130 -8.3238 5.7550 -0.08 0.17 0.28
H -16.7761 -5.3527 8.8157 0.18 -0.37 -0.23
H -19.0433 -6.0969 9.0396 -0.49 0.25 0.18
```
Forces are in eV/Å.

Energy above the lowest of the compared OMol25 structures with the same formula, charge and spin, kJ/mol: 13.0
HOMO level, eV: -8.49
Frontier orbital gap, hartree: 0.2832
LUMO, eV: -0.78



This record from the Open Molecules 2025 dataset describes C33H27N6O4Pb as an isolated structure. The level of theory is ωB97M-V/def2-TZVPD.

```
71
Properties=species:S:1:pos:R:3:forces:R:3
Pb 0.3134 0.4685 -1.3455 0.07 -0.16 0.02
O -7.8191 -1.5941 -1.6500 -0.06 0.05 -0.02
C -6.9246 -0.6089 -1.6331 0.10 -0.02 0.08
O -7.2479 0.5319 -1.7998 -0.04 0.02 0.00
C -5.4710 -0.9427 -1.3656 -0.04 -0.06 -0.03
C -4.9987 -2.1444 -0.8498 0.01 0.00 0.03
C -3.6494 -2.3225 -0.5767 0.02 -0.03 0.08
C -2.7527 -1.2846 -0.8138 -0.12 0.04 0.00
C -3.2254 -0.1031 -1.3724 0.11 -0.01 -0.04
C -4.5655 0.0737 -1.6392 -0.01 0.03 -0.04
N -1.3538 -1.3293 -0.5348 0.23 -0.04 0.14
C -0.8058 -2.3332 0.0282 0.16 0.09 -0.11
C 0.6552 -2.3978 0.2370 -0.23 0.12 0.03
C 1.2315 -3.5140 0.8102 0.02 -0.05 0.05
C 2.6126 -3.5492 0.9831 -0.01 0.10 -0.04
C 3.3607 -2.4570 0.5777 -0.05 -0.09 0.06
C 2.7084 -1.3713 0.0123 0.13 0.04 -0.04
N 1.3877 -1.3388 -0.1552 -0.06 -0.03 -0.20
H -7.4341 -2.4752 -1.5916 0.05 -0.03 -0.02
H -5.6694 -2.9636 -0.6218 -0.01 0.01 -0.01
H -3.3324 -3.2747 -0.1741 0.00 0.01 0.00
H -2.5220 0.6831 -1.6042 -0.04 -0.03 -0.03
H -4.9491 0.9915 -2.0648 0.02 0.00 -0.01
H -1.3744 -3.1985 0.3608 0.00 -0.01 -0.02
H 0.6089 -4.3445 1.1162 0.02 0.00 0.00
H 3.0875 -4.4156 1.4231 0.00 0.00 0.00
H 4.4360 -2.4347 0.6846 -0.01 -0.03 0.00
H 3.2736 -0.5100 -0.3298 -0.07 -0.02 0.00
O -0.0815 1.7461 1.9887 0.07 -0.04 -0.02
C 1.0141 2.0379 1.5236 0.15 0.09 0.15
N 1.9800 2.7585 2.1743 -0.01 -0.10 -0.22
C 3.2270 2.7389 1.4308 -0.08 0.10 0.31
C 2.7394 2.1074 0.1040 0.10 -0.02 -0.19
O 3.3933 1.9651 -0.9082 -0.03 -0.02 0.09
N 1.4576 1.6916 0.2724 -0.25 0.01 0.13
C 3.9281 4.0701 1.3314 0.08 -0.33 -0.31
C 5.0002 4.2191 0.3814 -0.07 -0.05 -0.05
C 5.7423 5.3715 0.3416 -0.02 -0.05 -0.05
C 5.4457 6.3958 1.2351 -0.16 0.06 0.18
C 4.3710 6.2667 2.1656 0.08 0.00 -0.07
C 3.6289 5.1179 2.2136 0.05 0.21 0.21
C 4.3547 1.9265 2.1032 -0.12 0.08 -0.12
C 5.3324 1.2788 1.3367 0.12 -0.18 -0.01
C 6.3524 0.5824 1.9639 -0.04 0.04 -0.08
C 6.4230 0.5427 3.3510 0.02 0.01 0.01
C 5.4617 1.1987 4.1160 -0.04 0.03 0.04
C 4.4423 1.8980 3.5004 0.08 0.03 0.08
H 1.9122 2.8655 3.1730 0.01 -0.03 0.02
H 5.1748 3.4196 -0.3241 0.05 0.03 0.01
H 6.5424 5.4939 -0.3749 -0.01 -0.04 -0.01
H 6.0230 7.3115 1.2244 0.00 0.00 0.01
H 4.1566 7.0947 2.8282 -0.04 -0.02 0.01
H 2.8101 5.0196 2.9112 0.01 0.05 0.03
H 5.2870 1.2890 0.2561 -0.02 0.05 0.02
H 7.1021 0.0818 1.3654 0.00 0.00 0.02
H 7.2315 0.0133 3.8375 -0.01 0.00 0.00
H 5.5136 1.1709 5.1959 0.02 -0.01 0.00
H 3.7242 2.4113 4.1271 -0.02 0.02 -0.04
N -2.5773 2.4031 1.3319 0.01 0.02 -0.14
C -2.8266 2.9024 0.1427 0.02 -0.05 -0.02
C -4.0631 3.5713 -0.1277 -0.03 -0.03 0.07
C -4.2374 4.1788 -1.3475 0.01 0.02 -0.07
C -3.2013 4.0995 -2.2703 -0.12 0.06 -0.04
C -2.0373 3.3533 -1.9476 0.04 -0.04 0.02
N -1.8385 2.7546 -0.8026 0.05 0.17 0.03
H -3.2730 2.4679 2.0644 0.04 0.00 0.02
H -1.6227 2.0378 1.5501 -0.14 0.00 0.04
H -4.8263 3.6063 0.6403 0.01 0.01 -0.01
H -5.1535 4.7066 -1.5760 0.01 0.00 -0.02
H -3.2701 4.5725 -3.2411 -0.02 0.00 0.02
H -1.2663 3.2424 -2.7045 0.01 0.03 0.03
```
Forces are in eV/Å.

Net charge: +3
Energy above the lowest of the compared OMol25 structures with the same formula, charge and spin, kJ/mol: 0.0
HOMO level (spin up / spin down), eV: -16.32 / -16.32
Frontier orbital gap (spin up / spin down), hartree: 0.1973 / 0.1823
LUMO (spin up / spin down), eV: -10.95 / -11.36



| no. | energy (hartree) |
| --- | --- |
| 1 | -5184.523431 |
| 2 | -3722.318945 |
| 3 | -2398.673318 |
| 4 | -2095.190805 |